No. 1
{"formula": "C16H27N6O8P", "method": "ωB97M-V/def2-TZVPD", "elements": ["O", "O", "H", "C", "O", "H", "C", "P", "H", "H", "H", "C", "H", "C", "H", "N", "H", "H", "H", "H", "N", "H", "H", "O", "C", "C", "O", "H", "C", "N", "H", "H", "H", "C", "C", "N", "H", "N", "C", "H", "H", "O", "H", "H", "C", "C", "O", "O", "C", "C", "N", "H", "C", "H", "C", "H", "H", "H"], "coordinates": [[-2.13, -2.50, -1.76], [1.32, -3.46, -1.35], [-1.84, 1.07, -0.94], [-2.41, 0.14, -0.97], [-3.52, 0.91, 0.97], [-4.76, -0.15, 2.27], [-1.44, 5.13, 4.51], [-1.37, -1.13, -1.65], [1.81, 1.70, -0.85], [4.03, -1.76, -2.36], [4.98, -3.79, -3.46], [4.84, -3.17, -4.36], [3.04, -3.20, -5.50], [3.08, -2.75, 0.06], [-2.56, 6.35, 5.71], [-3.55, 3.33, 4.89], [-3.62, 0.56, 4.35], [-3.27, 0.28, -1.64], [2.46, -1.94, 0.45], [-0.55, 1.23, 2.13], [3.41, -2.95, -4.60], [2.96, -3.63, 0.69], [1.51, -0.76, -1.32], [-0.81, -0.69, -3.06], [1.81, 1.68, -1.94], [-4.13, 0.74, 2.26], [-0.20, -1.38, -0.77], [0.79, 1.58, -2.31], [2.95, -1.94, -2.36], [-0.47, 3.15, 3.02], [5.35, -2.22, -4.23], [-4.43, 4.81, 6.05], [-0.13, -1.35, -3.31], [-1.38, 3.80, 3.86], [-2.46, 2.99, 4.11], [2.30, -0.69, -1.94], [3.26, -3.96, -1.70], [-2.54, 5.44, 5.27], [-3.10, 0.64, 3.39], [5.28, -3.69, -5.21], [-2.50, -0.27, 3.28], [-0.58, 5.99, 4.43], [2.25, 2.59, -2.33], [4.13, -2.44, 0.08], [-3.57, 4.53, 5.44], [2.53, -2.37, -3.77], [1.37, -2.23, -4.14], [3.56, 0.67, -3.20], [2.63, 0.50, -2.42], [2.68, -3.09, -1.38], [-2.22, 1.82, 3.43], [-3.56, -1.09, 0.38], [-2.87, -0.24, 0.42], [0.84, -2.70, -0.96], [-1.00, 1.98, 2.77], [-1.42, -3.12, -1.94], [-2.01, -0.52, 1.04], [-4.78, 1.60, 2.46]], "nbo_charge": [-0.973, -0.758, 0.277, -0.833, -0.540, 0.177, 0.619, 2.382, 0.224, 0.227, 0.196, -0.420, 0.409, -0.627, 0.433, -0.501, 0.236, 0.260, 0.211, 0.210, -0.598, 0.222, 0.436, -0.995, -0.707, -0.071, -1.193, 0.228, -0.164, -0.408, 0.214, 0.201, 0.545, -0.041, 0.294, -0.636, 0.181, -0.587, -0.244, 0.218, 0.212, -0.602, 0.243, 0.208, 0.292, 0.708, -0.681, -0.651, 0.684, 0.106, -0.355, 0.184, -0.062, 0.497, 0.202, 0.518, 0.183, 0.208], "smiles": "CNC(=O)[C@@H](NC(C)=O)[C@@H](C)O.O=c1[nH]cnc2c1ncn2CCOCCP(=O)(O)O", "spin_multiplicity": 1, "homo_energy_ev": -8.7}


No. 2
{"formula": "C16H27Si", "method": "ωB97M-V/def2-TZVPD", "elements": ["H", "H", "H", "H", "H", "C", "C", "H", "H", "C", "C", "H", "C", "C", "C", "H", "H", "H", "H", "C", "H", "H", "H", "H", "C", "H", "H", "C", "C", "Si", "H", "C", "H", "H", "H", "H", "C", "C", "H", "C", "C", "H", "H", "H"], "coordinates": [[-2.92, 2.29, 1.06], [-2.29, -0.76, -2.45], [-0.23, 3.37, -4.17], [-0.06, -3.17, 1.28], [2.00, 0.41, 3.36], [-1.35, 2.52, -2.57], [-0.61, 1.30, -4.49], [-0.09, 1.28, -5.44], [1.40, -0.16, -0.07], [2.89, 0.38, 2.74], [-2.01, 1.36, -2.05], [-1.76, 3.11, 0.00], [-0.69, 2.48, -3.77], [-3.86, 0.44, -0.57], [-0.62, -2.32, 1.68], [-0.09, 1.06, 1.39], [-4.82, 0.85, -0.88], [3.65, -2.73, 3.36], [2.74, -3.57, 2.10], [0.02, -1.03, 1.30], [4.45, -0.31, -0.03], [-0.66, -2.43, 2.77], [1.88, -2.66, 3.34], [4.38, -2.07, -0.05], [1.30, -1.05, 0.55], [-3.92, 0.25, 0.50], [1.33, -1.92, -0.12], [-1.89, 0.16, -2.82], [-2.78, 1.42, -0.88], [2.84, -1.14, 1.65], [-1.64, -2.38, 1.30], [-0.54, 0.12, 1.66], [-1.44, 3.45, -2.05], [-1.46, 0.13, 2.21], [-1.11, -0.77, -4.57], [5.27, -1.23, 1.22], [4.39, -1.19, 0.59], [-2.73, 2.60, 0.03], [-3.51, 3.32, -0.24], [2.77, -2.68, 2.72], [-1.20, 0.15, -4.00], [-3.72, -0.52, -1.08], [3.76, 0.36, 3.38], [2.93, 1.27, 2.13]], "nbo_charge": [0.267, 0.217, 0.245, 0.221, 0.240, -0.057, -0.050, 0.242, 0.234, -1.114, -0.250, 0.249, -0.232, -0.711, -0.661, 0.190, 0.288, 0.248, 0.237, 0.070, 0.234, 0.237, 0.234, 0.237, -0.899, 0.263, 0.236, 0.002, 0.487, 1.640, 0.219, -0.487, 0.229, 0.189, 0.244, 0.247, -1.106, -0.722, 0.284, -1.113, -0.253, 0.243, 0.247, 0.231], "total_charge": 1, "spin_multiplicity": 1, "homo_energy_ev": -11.4}


No. 3
{"formula": "C16H28BN3O5", "method": "ωB97M-V/def2-TZVPD", "elements": ["H", "H", "C", "H", "C", "O", "N", "H", "H", "H", "H", "C", "H", "O", "C", "C", "N", "H", "H", "H", "H", "H", "N", "O", "H", "C", "B", "C", "O", "C", "H", "C", "C", "O", "H", "H", "H", "C", "H", "H", "C", "C", "H", "H", "H", "C", "C", "C", "H", "H", "H", "H", "H"], "coordinates": [[-0.10, -3.21, -4.33], [-1.06, -4.51, -5.06], [-2.78, 3.66, 0.52], [3.75, -1.05, 4.30], [-1.58, 5.73, 0.79], [0.30, -2.76, -1.74], [0.63, 3.80, -0.91], [-6.04, 1.84, 0.43], [4.13, 0.74, 2.71], [1.48, -1.05, 1.03], [-3.93, 0.66, 0.05], [-2.79, 6.39, 1.05], [2.39, 0.39, 2.79], [0.17, 2.64, 1.21], [-4.00, 4.32, 0.75], [-1.11, -2.71, -1.63], [-5.20, 3.68, 0.71], [1.59, 0.66, 0.52], [3.29, -2.85, 1.20], [1.73, -3.89, -0.85], [-1.42, -2.80, -0.59], [-0.67, 6.31, 0.79], [-2.75, 2.33, 0.25], [3.39, -0.22, 1.07], [2.21, -0.63, -0.54], [-3.97, 5.71, 1.02], [-0.21, 3.58, 0.28], [-3.91, 1.73, 0.24], [2.64, -2.24, 3.08], [-1.56, 4.38, 0.54], [0.68, -4.42, -5.38], [-0.10, -4.26, -4.63], [0.84, -4.04, -1.47], [0.10, -5.11, -3.51], [-0.23, 2.91, 2.05], [-1.59, -3.50, -2.22], [2.06, -3.86, 2.00], [2.96, -3.26, 2.16], [1.93, -4.16, -3.31], [0.13, -4.64, -0.89], [1.23, -4.77, -2.73], [3.36, -0.01, 2.47], [1.53, 4.15, -0.57], [1.74, -5.70, -2.46], [3.74, -3.92, 2.56], [-5.12, 2.40, 0.47], [3.67, -1.28, 3.23], [2.09, -0.31, 0.50], [-4.91, 6.21, 1.20], [-1.44, -1.74, -2.01], [4.63, -1.68, 2.90], [0.87, 2.88, -1.28], [-2.81, 7.45, 1.26]], "nbo_charge": [0.177, 0.190, 0.177, 0.181, -0.177, -0.553, -1.136, 0.194, 0.180, 0.174, 0.195, -0.203, 0.178, -0.877, 0.084, -0.253, -0.351, 0.183, 0.178, 0.183, 0.167, 0.214, -0.381, -0.555, 0.193, -0.182, 1.103, 0.006, -0.551, -0.377, 0.167, -0.253, -0.088, -0.551, 0.493, 0.178, 0.188, -0.253, 0.176, 0.176, -0.089, -0.088, 0.384, 0.184, 0.166, 0.008, -0.088, -0.263, 0.225, 0.191, 0.174, 0.387, 0.217], "smiles": "NB(O)c1cccc2nccnc12.COCCOC.COCCOC", "spin_multiplicity": 1, "homo_energy_ev": -9.1}


No. 4
{"formula": "C16H28Br2ClFNO5", "method": "ωB97M-V/def2-TZVPD", "elements": ["O", "H", "H", "Br", "H", "H", "C", "H", "O", "O", "H", "H", "O", "H", "H", "C", "H", "H", "H", "H", "C", "Cl", "C", "H", "C", "H", "C", "C", "N", "C", "C", "C", "H", "H", "C", "C", "H", "C", "H", "O", "F", "H", "H", "Br", "H", "C", "C", "H", "H", "H", "H", "C", "H", "H"], "coordinates": [[2.63, 3.30, 0.30], [-0.92, -4.65, -3.18], [1.79, -0.61, -0.09], [2.49, -6.22, -2.37], [-1.33, -2.00, 2.19], [-1.67, 1.60, 3.51], [0.17, -4.76, -3.20], [2.11, 0.77, -1.87], [1.67, 2.26, 0.13], [0.31, 4.07, 1.86], [0.38, 2.66, -2.02], [0.08, 1.85, 3.55], [-0.48, 1.19, -4.79], [0.00, -2.39, -0.29], [-0.37, -0.79, -1.68], [-0.55, 1.76, -3.75], [0.50, -5.38, -1.15], [-2.04, -2.07, 0.61], [0.77, -2.22, 1.27], [-0.08, 0.11, 5.02], [0.09, -1.73, 0.56], [-2.14, 4.31, 2.61], [-1.30, -1.54, 1.21], [2.05, 4.08, 0.35], [1.12, 0.63, -2.30], [-2.19, 2.30, 0.87], [-1.77, -0.08, 1.30], [0.62, -5.76, -2.17], [0.67, 0.50, 1.29], [1.76, 1.53, 1.32], [0.12, 0.08, -1.25], [-0.57, -0.11, 4.07], [-1.66, 2.89, -2.65], [1.17, -0.04, -3.15], [-0.77, 3.58, 1.80], [-0.71, 1.16, 3.24], [-0.67, 0.81, -1.13], [0.72, -0.43, 0.07], [-0.62, 2.42, 0.07], [-1.76, 2.14, -3.25], [-1.82, -0.64, 4.34], [-2.19, 0.21, 0.34], [0.96, -0.12, 2.05], [0.89, -2.97, -2.85], [0.01, -0.90, 3.58], [-0.73, 0.98, 1.71], [0.64, 1.99, -2.84], [1.43, 2.47, -3.42], [2.70, 0.98, 1.39], [0.06, -6.68, -2.28], [-2.58, -0.01, 2.02], [-1.12, 2.32, 1.03], [1.64, 2.17, 2.19], [0.49, -5.01, -4.20]], "nbo_charge": [-0.400, 0.232, 0.237, 0.014, 0.229, 0.271, -0.427, 0.219, -0.310, -0.534, 0.186, 0.230, -0.530, 0.262, 0.256, 0.778, 0.221, 0.243, 0.213, 0.201, -0.441, 0.001, -0.430, 0.489, -0.392, 0.266, -0.438, -0.462, -0.412, 0.095, -0.470, 0.049, 0.478, 0.245, 0.571, -0.498, 0.220, -0.008, 0.271, -0.685, -0.353, 0.225, 0.437, -0.042, 0.147, 0.214, -0.509, 0.257, 0.202, 0.241, 0.257, -0.577, 0.219, 0.242], "total_charge": 1, "spin_multiplicity": 1, "homo_energy_ev": -12.4}